P) Computed, not measured: a structure of composition C6H7FO, with the ωB97M-V functional and the def2-TZVPD basis.

Each line ends with the Mulliken charge.
Element x y z (Å)
C: 1.5130 -1.5102 1.3944  -0.37
C: 0.9687 -0.2079 1.2808  -0.13
C: 1.0245 -2.1827 0.3529  -0.59
C: 0.3632 -0.1905 0.0444  -0.07
C: -1.7707 1.1220 -1.1464  -1.03
C: -0.2999 1.4193 -0.8565  0.30
O: 0.4068 -1.3918 -0.5101  -0.29
F: -0.1301 2.2978 0.1644  -0.28
H: 2.2186 -1.7462 2.1674  0.40
H: 0.8691 0.6428 2.0595  0.30
H: 0.9402 -3.1696 0.1220  0.48
H: -2.2749 1.3132 -2.0806  0.33
H: -1.9199 0.1512 -0.8123  0.30
H: -2.3376 1.8721 -0.5430  0.29
H: 0.4290 1.5806 -1.6367  0.35

Calculated values
HOMO level, eV: -8.5
Frontier orbital gap, eV: 9.54

***

Q) Computed, not measured: the molecule C6H7FO, with the ωB97M-V functional and the def2-TZVPD basis.

Each line ends with the Mulliken charge.
Element x y z (Å)
C: 1.1349 -1.1809 -0.2596  -0.67
C: 0.7663 0.2180 -0.7342  0.34
C: -0.4087 0.7873 0.0431  0.05
C: -0.3030 1.9328 0.7330  -1.09
C: -1.5883 0.0208 -0.1328  -0.54
C: -2.5434 -0.6815 -0.2303  0.38
H: 0.6704 -1.1441 1.6069  0.33
H: 2.0255 -1.5708 -0.8453  0.34
H: 0.2699 -1.8239 -0.4551  0.34
H: 0.5789 0.1327 -1.8033  0.28
H: -1.1883 2.3036 1.1141  0.40
H: 0.6238 2.4883 0.8183  0.33
H: -3.4333 -1.3804 -0.3734  0.38
O: 1.4944 -1.1443 1.1090  -0.52
F: 1.9009 1.0424 -0.5904  -0.36

Calculated values
HOMO level, eV: -9.6
Frontier orbital gap, eV: 10.27
Structure (SMILES): C#CC(=C)[C@@H](F)CO

***

R) Computed, not measured: the molecule C6H7FO, with the ωB97M-V functional and the def2-TZVPD basis.

Each line ends with the Mulliken charge.
Element x y z (Å)
C: 1.0731 0.1342 -0.3895  0.01
C: 0.3868 -0.5079 0.8172  -0.48
C: -0.1590 0.8723 1.1273  -0.56
C: -0.2577 0.9740 -0.4714  -0.74
C: -1.2757 -0.1567 -0.7339  0.45
C: -0.9394 -0.9826 0.2207  -0.56
H: 1.8178 -1.6258 -1.2598  0.36
H: 1.8821 0.7623 -0.1770  0.47
H: 0.7398 -1.1425 1.6446  0.39
H: -1.0996 1.0218 1.5568  0.36
H: 0.6157 1.5122 1.4979  0.33
H: -0.4929 1.9166 -0.9525  0.46
H: -1.2853 -1.9742 0.2895  0.43
O: 1.3210 -0.5924 -1.5600  -0.61
F: -2.3267 -0.2112 -1.6100  -0.30

Calculated values
HOMO level, eV: -8.9
Frontier orbital gap, eV: 9.47
Structure (SMILES): O[C@@H]1[C@@H]2C=C(F)[C@H]1C2

***

Most stable: Q) (next structure +33.8 kJ/mol)

***

P) Computed, not measured: a cluster of 2 separate species, Cl2H3NSi in total, with the ωB97M-V functional and the def2-TZVPD basis.

Each line ends with the Mulliken charge.
Element x y z (Å)
N: -1.0020 0.8416 -0.6570  -0.44
Si: -1.9027 -0.0110 0.3918  0.53
Cl: -3.6903 -0.5588 -0.1607  -0.15
Cl: 1.4646 -1.1109 -0.1248  -0.26
H: -0.0144 1.0444 -0.5959  0.16
H: 1.5230 -0.0352 -0.8558  0.23
H: -1.6594 -0.7675 1.5953  -0.07

Calculated values
HOMO level, eV: -9.7
Frontier orbital gap, eV: 9.75
Structure (SMILES): [H]/N=[SiH]/Cl.Cl

***

Q) Computed, not measured: the molecule Cl2H3NSi, with the ωB97M-V functional and the def2-TZVPD basis.

Each line ends with the Mulliken charge.
Element x y z (Å)
N: -0.0757 0.4808 0.2551  -0.43
Si: 0.4757 -1.0733 0.6256  0.58
Cl: 2.1224 -0.8532 1.7933  -0.21
Cl: -1.3775 -1.9781 2.0223  -0.37
H: -0.3943 1.0275 0.9677  0.24
H: -0.7633 0.4868 -0.4640  0.25
H: 1.1722 -1.7139 -0.5510  -0.05

Calculated values
HOMO level, eV: -10.6
Frontier orbital gap, eV: 10.32
Structure (SMILES): N[SiH](Cl)Cl

***

Most stable: Q) (next structure +230.2 kJ/mol)